DFT (ωB97M-V with the def2-TZVPD basis set) results for a structure of composition C18H33B3CaF12N6 at a distorted geometry.

Last column: Löwdin charge in e.
Positions of all 73 atoms, in Å:
Ca 1.769 -0.740 -3.505  1.76
C -1.953 3.942 -2.272  -0.07
C -2.551 3.792 -0.915  -0.13
N -1.453 3.888 0.070  -0.08
C -0.945 5.017 0.491  -0.03
C 0.119 4.815 1.386  0.06
N 0.080 3.433 1.554  -0.07
C -0.973 2.882 0.809  0.04
C 0.909 2.603 2.462  0.02
H -2.539 3.395 -3.011  0.09
H -0.997 3.476 -2.511  0.09
H -1.835 4.969 -2.619  0.09
H -2.825 2.738 -0.904  0.11
H -3.367 4.460 -0.639  0.15
H -1.376 5.822 -0.086  0.15
H 0.836 5.456 1.876  0.14
H -1.301 1.854 0.777  0.14
H 0.367 2.399 3.386  0.11
H 1.697 3.311 2.719  0.09
H 1.307 1.690 2.017  0.07
C 3.180 -2.634 1.591  -0.04
C 3.645 -2.001 2.897  -0.13
N 4.008 -0.605 2.608  -0.04
C 4.435 0.374 3.467  -0.01
C 4.584 1.627 2.795  -0.03
N 4.359 1.438 1.480  -0.08
C 4.128 0.035 1.395  0.03
C 4.451 2.357 0.339  0.04
H 2.593 -3.507 1.879  0.10
H 4.116 -2.840 1.071  0.10
H 2.503 -2.012 1.007  0.07
H 4.639 -2.379 3.134  0.14
H 2.948 -1.961 3.734  0.14
H 4.528 0.187 4.526  0.13
H 4.847 2.583 3.221  0.13
H 3.904 -0.449 0.456  0.13
H 3.421 2.700 0.241  0.09
H 4.826 1.825 -0.535  0.12
H 5.024 3.209 0.706  0.11
C -2.380 -0.248 -0.399  -0.06
C -2.859 -1.615 -1.051  -0.12
N -3.860 -2.285 -0.318  -0.06
C -4.217 -3.634 -0.397  0.02
C -5.293 -3.940 0.409  0.02
N -5.469 -2.802 1.148  -0.10
C -4.501 -1.857 0.792  0.04
C -6.444 -2.737 2.174  -0.01
H -3.289 0.325 -0.215  0.06
H -1.742 0.299 -1.093  0.07
H -1.787 -0.375 0.506  0.08
H -2.022 -2.284 -1.252  0.14
H -3.500 -1.434 -1.914  0.15
H -3.783 -4.266 -1.158  0.15
H -5.932 -4.808 0.466  0.15
H -4.456 -0.822 1.097  0.15
H -7.348 -2.384 1.678  0.11
H -6.253 -2.225 3.117  0.11
H -6.756 -3.735 2.482  0.11
B 3.339 -2.986 -3.049  -1.43
F 3.496 -4.253 -3.507  0.21
F 2.031 -2.775 -2.574  0.04
F 4.099 -2.675 -1.979  0.18
F 3.517 -2.163 -4.112  0.11
B 1.216 -0.087 -1.035  -1.48
F 0.325 -1.108 -1.265  0.16
F 2.430 -0.491 -1.309  0.16
F 0.993 0.967 -1.971  0.05
F 1.059 0.323 0.281  0.14
B -0.344 -2.224 -4.545  -1.36
F -0.358 -3.223 -3.586  0.15
F -0.497 -0.980 -3.941  0.05
F 0.885 -2.216 -5.166  0.11
F -1.406 -2.435 -5.410  0.15

The calculation puts the gap between HOMO and LUMO at 9.84 eV. For the total energy, the calculation gives -2984.98038 Ha. As for the net charge: +2. The spin multiplicity is 1. As for the highest occupied orbital energy: -14.92 eV.